A cluster of 2 separate species, C5H12O in total in a non-equilibrium geometry. Source: OMol25; level of theory: ωB97M-V with the def2-TZVPD basis set.

XYZ file:
```
18
Properties=species:S:1:pos:R:3:forces:R:3
C -1.34579 -1.92380 -0.12845 1.481 -0.451 0.091
C -0.13030 -2.45455 -0.09361 0.062 -0.451 -0.345
O 0.51897 -2.97129 -1.19010 -0.559 0.533 0.135
H -1.69057 -1.66080 0.85710 -0.703 0.455 -0.293
H -1.78411 -1.77611 -1.10251 -0.669 0.071 0.256
H 0.45453 -2.54631 0.81154 -0.168 -0.022 0.294
H 1.30880 -3.38353 -0.85723 0.532 -0.247 -0.122
C 1.43403 1.02568 0.19698 -0.158 0.190 -0.433
C 0.27405 1.91416 0.63908 0.047 -0.527 -0.899
C -0.97159 1.73307 -0.24251 -0.160 -0.688 1.349
H 1.70651 1.30127 -0.82562 0.225 -0.073 0.054
H 2.29000 1.16161 0.84976 0.233 -0.002 0.006
H 1.17511 -0.03134 0.17220 -0.130 -0.035 0.128
H 0.07380 1.67101 1.68252 -0.239 0.533 0.083
H 0.57469 2.94951 0.46627 0.132 0.081 0.714
H -1.72581 2.44007 0.10151 0.011 0.443 -0.656
H -1.46374 0.77509 -0.04432 0.358 -0.142 -0.237
H -0.69857 1.77626 -1.29262 -0.294 0.332 -0.125
```
Forces are in eV/Å.

Its LUMO energy is 0.8 eV. Its HOMO energy is -9.107 eV. The calculated total energy is -272.8961 Ha. For the gap between HOMO and LUMO, the calculation gives 9.92 eV. For the energy above the lowest of the compared OMol25 structures with the same formula, charge and spin, the calculation gives 137.9 kJ/mol.

Results of the natural (NBO) charge analysis, in e, for atoms 1 through 2:
1. C -0.53
2. C 0.14